Arrangement P

Formula: C4H10S2
Source: the Open Molecules 2025 dataset
Level of theory: ωB97M-V with the def2-TZVPD basis set

Cartesian coordinates (Å):
C -0.56 0.95 -0.53
C -1.25 0.11 -1.64
C -0.92 0.35 0.83
S -0.76 -1.43 1.25
S 1.20 -1.77 -0.03
C 2.10 -0.64 0.97
H 0.51 0.89 -0.75
H -0.94 1.97 -0.45
H -0.52 -0.13 -2.41
H -1.55 -0.85 -1.23
H -2.16 0.60 -2.00
H -0.36 0.77 1.66
H -2.01 0.43 0.95
H 3.06 -0.42 0.46
H 1.70 0.36 1.06
H 2.46 -1.17 1.86

The calculation puts the HOMO energy at -8.761 eV. Its SMILES is CCCSSC.

Atomic charges from the Mulliken analysis, expressed in e, are listed below: -0.18, -1.08, -1.01, -0.12, -0.10, -0.79, 0.24, 0.37, 0.32, 0.29, 0.32, 0.46, 0.40, 0.33, 0.26, 0.29



Arrangement Q

Formula: C4H10S2
Source: the Open Molecules 2025 dataset
Level of theory: ωB97M-V with the def2-TZVPD basis set

Cartesian coordinates (Å):
C 0.93 0.39 -0.77
C 0.54 -0.12 -2.14
C 0.91 -0.73 0.30
S -0.51 -1.78 0.41
S -2.07 -0.34 0.45
C -1.55 0.59 2.02
H 0.15 1.10 -0.43
H 1.87 0.98 -0.73
H 1.23 -0.83 -2.60
H 0.51 0.76 -2.79
H -0.49 -0.46 -2.09
H 1.02 -0.29 1.33
H 1.78 -1.37 0.16
H -2.47 1.10 2.26
H -0.64 1.18 1.91
H -1.21 -0.18 2.71

The calculation puts the HOMO energy at -8.527 eV. Its SMILES is CCCSSC.

Atomic charges from the Mulliken analysis, expressed in e, are listed below: -0.27, -1.11, -0.72, -0.08, -0.10, -0.80, 0.19, 0.39, 0.31, 0.34, 0.29, 0.29, 0.41, 0.32, 0.27, 0.29



We find arrangement Q to be the most stable, with the next structure 0.752 eV higher.



Arrangement P

Formula: C4H10S2
Source: the Open Molecules 2025 dataset
Level of theory: ωB97M-V with the def2-TZVPD basis set

Cartesian coordinates (Å):
C 0.36 0.67 -1.26
C 1.16 1.94 -1.50
C 0.89 -0.56 -0.56
S 1.31 -0.30 1.15
S -1.98 -0.84 -0.09
C -1.33 -0.55 1.51
H -0.51 0.86 -0.65
H -0.11 0.38 -2.21
H 1.75 2.09 -0.59
H 1.86 1.90 -2.32
H 0.44 2.74 -1.61
H 0.20 -1.43 -0.49
H 1.86 -0.92 -0.92
H -1.10 0.50 1.70
H -1.97 -1.01 2.26
H -0.33 -1.12 1.51

The calculation puts the HOMO energy at -8.638 eV.

Atomic charges from the Mulliken analysis, expressed in e, are listed below: 0.02, -1.21, -0.85, -0.13, -0.23, -0.60, 0.17, 0.36, 0.31, 0.31, 0.32, 0.30, 0.38, 0.32, 0.35, 0.17



Arrangement Q

Formula: C4H10S2
Source: the Open Molecules 2025 dataset
Level of theory: ωB97M-V with the def2-TZVPD basis set

Cartesian coordinates (Å):
C 0.37 0.11 -1.43
C -0.63 -1.69 0.06
C -0.52 1.04 1.22
C 0.33 -0.55 -0.09
S 3.14 0.60 -0.24
S 2.02 -0.82 0.60
H 0.60 1.29 -1.23
H 1.23 -0.31 -2.00
H -0.59 -0.06 -1.95
H -1.57 -1.11 -0.40
H -0.66 -2.10 1.17
H -0.21 -2.50 -0.56
H -1.53 1.17 0.82
H -0.76 0.58 2.20
H 0.46 1.52 1.18
H 3.11 1.60 0.66

The calculation puts the HOMO energy at -8.034 eV.

Atomic charges from the Mulliken analysis, expressed in e, are listed below: -1.25, -1.13, -0.93, 0.49, -0.21, -0.03, 0.27, 0.37, 0.41, 0.27, 0.28, 0.35, 0.33, 0.28, 0.34, 0.15



We find arrangement Q to be the most stable, with the next structure 0.472 eV higher.



Arrangement P

Formula: C6H10N3O
Source: the Open Molecules 2025 dataset
Level of theory: ωB97M-V with the def2-TZVPD basis set

Cartesian coordinates (Å):
C -1.07 1.30 -0.13
C 0.95 0.36 -0.43
C -0.71 -0.93 -0.26
C 2.13 -0.36 0.00
C 3.32 0.51 0.22
C -3.06 -0.07 0.04
N 0.22 1.45 -0.36
N -1.58 0.01 -0.06
N -0.67 -2.17 -0.02
O 2.12 -1.56 0.15
H -1.70 2.16 -0.02
H 4.01 0.35 1.05
H 2.97 1.56 0.21
H 3.87 0.20 -0.66
H -3.45 -1.01 -0.36
H -3.40 0.02 1.13
H -3.48 0.84 -0.62
H 0.63 2.48 -0.43
H 0.19 -2.59 -0.21
H -1.28 -2.55 0.77

The calculation puts the HOMO energy at -11.968 eV. Its charge is +1.

Atomic charges from the Mulliken analysis, expressed in e, are listed below: -0.32, -0.37, 0.24, 1.02, -1.13, -0.91, -0.02, 0.06, -0.29, -0.60, 0.40, 0.36, 0.26, 0.32, 0.38, 0.32, 0.33, 0.38, 0.30, 0.27



Arrangement Q

Formula: C6H10N3O
Source: the Open Molecules 2025 dataset
Level of theory: ωB97M-V with the def2-TZVPD basis set

Cartesian coordinates (Å):
C -2.92 0.96 -0.07
C -1.60 1.15 0.24
C -3.37 -0.36 -0.27
C -0.72 0.04 0.40
C 2.37 1.02 -0.32
C 2.11 -0.42 -0.08
N -2.57 -1.38 -0.12
N -1.32 -1.13 0.22
N 2.44 -0.98 1.06
O 1.69 -1.22 -1.02
H -3.61 1.78 -0.18
H -1.20 2.14 0.38
H -4.38 -0.59 -0.55
H 2.74 1.51 0.57
H 3.10 1.13 -1.12
H 1.46 1.53 -0.64
H -0.78 -1.99 0.33
H 2.30 -1.98 1.19
H 2.79 -0.44 1.83
H 1.48 -0.77 -1.86

The calculation puts the HOMO energy at -11.994 eV. Its charge is +1.

Atomic charges from the Mulliken analysis, expressed in e, are listed below: -0.31, -0.31, -0.17, -0.14, -1.13, 0.88, -0.91, 0.51, -0.32, -0.43, 0.38, 0.38, 0.42, 0.38, 0.39, 0.26, 0.27, 0.26, 0.22, 0.38



Arrangement R

Formula: C6H10N3O
Source: the Open Molecules 2025 dataset
Level of theory: ωB97M-V with the def2-TZVPD basis set

Cartesian coordinates (Å):
C 3.26 -0.40 -0.60
C 2.02 -1.23 -0.71
C 3.45 0.66 0.18
C 0.76 -0.92 -0.60
C -0.47 -0.77 -0.07
C -2.76 0.15 -0.13
N -3.09 -0.27 1.15
N -3.60 0.66 -1.06
N 2.42 1.26 0.87
O -1.64 -0.11 -0.68
H 3.99 -0.77 -1.22
H 2.17 -2.09 -1.23
H 4.28 1.22 0.22
H -0.57 -1.30 0.94
H -3.96 0.07 1.58
H -2.49 -0.89 1.69
H -3.27 0.87 -1.93
H -4.56 0.98 -0.98
H 2.62 1.94 1.60
H 1.46 0.93 0.99

The calculation puts the HOMO energy at -11.183 eV. Its charge is +1. Its SMILES is N/C=C\C=C=COC(N)=[NH2+].

Atomic charges from the Mulliken analysis, expressed in e, are listed below: -0.53, -0.31, -0.01, -0.18, -0.23, 0.89, -0.33, -0.34, -0.35, -0.24, 0.34, 0.37, 0.45, 0.24, 0.25, 0.21, 0.21, 0.21, 0.22, 0.12



We find arrangement Q to be the most stable, with the next structure 0.995 eV higher.



Arrangement P

Formula: C21H33N3O3
Source: the Open Molecules 2025 dataset
Level of theory: ωB97M-V with the def2-TZVPD basis set

Cartesian coordinates (Å):
O 2.90 0.49 -2.93
C 3.40 0.84 -1.88
N 4.59 0.37 -1.45
H 4.93 0.61 -0.53
C 5.33 -0.67 -2.12
H 6.36 -0.35 -2.25
H 4.86 -0.82 -3.10
C 5.30 -1.97 -1.32
C 3.88 -2.57 -1.16
H 3.14 -1.93 -1.61
C 3.70 -2.69 0.36
H 3.22 -3.62 0.66
C 5.14 -2.59 0.87
H 5.22 -2.18 1.88
O 5.79 -1.70 -0.01
H 5.62 -3.58 0.84
H 3.11 -1.86 0.74
H 3.83 -3.55 -1.64
H 5.97 -2.70 -1.81
C 2.78 1.87 -0.93
C 2.32 1.23 0.38
C 1.10 0.34 0.13
N 0.00 1.15 -0.37
C 0.36 1.67 -1.68
C 1.59 2.58 -1.56
H 1.32 3.44 -0.94
H 1.85 2.94 -2.56
H -0.46 2.27 -2.06
H 0.58 0.87 -2.39
C -1.26 0.41 -0.29
C -2.35 0.91 -1.24
C -3.65 0.14 -1.01
N -4.11 0.32 0.35
C -3.13 -0.20 1.28
C -1.82 0.55 1.14
H -1.98 1.61 1.33
H -1.11 0.17 1.87
H -3.52 -0.07 2.30
H -2.97 -1.28 1.12
C -5.43 -0.26 0.56
C -5.98 0.13 1.89
C -6.22 1.35 2.45
C -6.74 1.10 3.74
C -6.79 -0.25 3.87
O -6.33 -0.85 2.76
H -7.11 -0.89 4.67
H -7.04 1.83 4.47
H -6.03 2.30 1.99
H -5.42 -1.36 0.50
H -6.09 0.12 -0.23
H -4.41 0.52 -1.69
H -3.49 -0.93 -1.24
H -2.53 1.97 -1.05
H -2.05 0.77 -2.28
H -1.09 -0.66 -0.51
H 0.81 -0.12 1.07
H 1.37 -0.46 -0.58
H 3.12 0.63 0.83
H 2.04 2.01 1.08
H 3.57 2.61 -0.72

The calculation puts the HOMO energy at -8.319 eV. Its SMILES is O=C(NC[C@@H]1CCCO1)C1CCN(C2CCN(Cc3ccco3)CC2)CC1.

Atomic charges from the Mulliken analysis, expressed in e, are listed below: -0.64, 0.18, -0.10, 0.32, -1.20, 0.41, 0.42, 0.27, -0.63, 0.19, -0.03, 0.44, -0.63, 0.37, -0.47, 0.30, -0.26, 0.40, 0.39, 0.04, -1.25, -0.82, 0.32, -0.62, -1.43, 0.51, 0.40, 0.60, 0.31, 0.03, -0.65, -1.14, 0.17, -0.75, -0.82, 0.22, 0.42, 0.42, 0.34, -0.89, 0.30, -0.32, -0.48, -0.43, -0.36, 0.46, 0.43, 0.53, 0.25, 0.45, 0.45, 0.39, 0.35, 0.46, 0.03, 0.58, 0.30, 0.51, 0.44, 0.50



Arrangement Q

Formula: C21H33N3O3
Source: the Open Molecules 2025 dataset
Level of theory: ωB97M-V with the def2-TZVPD basis set

Cartesian coordinates (Å):
C -5.35 -1.16 -1.11
H -6.13 -0.59 -1.61
H -5.75 -1.54 -0.17
H -5.09 -2.01 -1.74
C -4.12 -0.29 -0.87
C -3.60 0.27 -2.19
H -3.31 -0.54 -2.86
H -4.37 0.86 -2.68
H -2.74 0.91 -2.02
C -3.04 -1.11 -0.16
N -1.87 -0.33 0.24
C -0.72 -1.20 0.45
H 0.03 -0.64 1.02
H -0.99 -2.08 1.07
C -0.06 -1.69 -0.84
C 0.22 -0.56 -1.83
N 0.97 0.52 -1.25
C 2.25 0.79 -1.57
O 2.90 0.11 -2.35
C 2.82 2.03 -0.90
H 3.28 2.65 -1.67
H 2.05 2.60 -0.38
C 3.93 1.66 0.11
C 5.05 0.94 -0.65
O 5.89 1.55 -1.27
N 5.02 -0.41 -0.57
C 4.09 -1.11 0.18
C 3.97 -2.49 0.09
C 3.09 -3.16 0.92
C 2.35 -2.47 1.86
C 2.45 -1.09 1.95
C 3.31 -0.40 1.10
O 3.41 0.95 1.22
H 1.89 -0.53 2.68
H 1.68 -2.99 2.52
H 3.00 -4.24 0.85
H 4.57 -3.02 -0.63
H 5.64 -0.92 -1.19
H 4.35 2.58 0.53
H 0.48 1.09 -0.57
H -0.73 -0.17 -2.20
H 0.81 -0.95 -2.67
H 0.88 -2.18 -0.56
H -0.68 -2.44 -1.33
C -2.14 0.46 1.43
H -2.03 -0.15 2.35
C -1.25 1.71 1.54
C -1.48 2.40 2.88
H -2.52 2.71 2.97
H -1.25 1.74 3.71
H -0.86 3.29 2.96
C -1.52 2.66 0.38
H -1.46 2.14 -0.57
H -2.53 3.07 0.47
H -0.82 3.49 0.39
H -0.19 1.40 1.51
H -3.17 0.80 1.40
H -3.49 -1.61 0.72
H -2.71 -1.89 -0.85
H -4.42 0.55 -0.24

The calculation puts the HOMO energy at -8.282 eV. Its SMILES is CC(C)CN(CCCNC(=O)C[C@H]1Oc2ccccc2NC1=O)CC(C)C.

Atomic charges from the Mulliken analysis, expressed in e, are listed below: -1.73, 0.42, 0.42, 0.36, 1.13, -1.35, 0.30, 0.47, 0.16, -1.36, 1.63, -1.11, -0.01, 0.41, -0.66, -0.96, 0.15, 0.55, -0.68, -0.72, 0.55, 0.15, 0.21, 0.07, -0.66, 0.04, 0.77, -0.90, -0.73, -0.61, -0.40, 0.56, -0.53, 0.50, 0.38, 0.40, 0.39, 0.20, 0.43, -0.18, 0.28, 0.45, 0.20, 0.51, -1.46, 0.22, 1.92, -1.84, 0.37, 0.43, 0.43, -1.44, 0.21, 0.40, 0.41, -0.49, 0.53, 0.22, 0.44, 0.15



We find arrangement Q to be the most stable, with the next structure 1.583 eV higher.